Entry 1:
{
  "formula": "C26H48OP2Tl",
  "method": "ωB97M-V/def2-TZVPD",
  "e_homo_ev": [-8.8, -9.8],
  "gap_ha": [0.115, 0.217],
  "total_charge": 1,
  "e_lumo_ev": [-5.68, -3.90],
  "relative_energy_kj_mol": 458.73,
  "symbols": ["Tl", "C", "C", "C", "C", "C", "C", "H", "H", "H", "C", "H", "H", "H", "C", "H", "H", "H", "C", "H", "H", "H", "C", "H", "H", "H", "C", "C", "C", "C", "C", "C", "C", "C", "H", "H", "H", "H", "H", "H", "H", "H", "H", "H", "H", "H", "P", "C", "C", "P", "C", "C", "C", "H", "H", "H", "H", "H", "H", "H", "H", "H", "H", "H", "H", "H", "H", "C", "C", "C", "O", "H", "H", "H", "H", "H", "H", "H"],
  "positions_angstrom": [[-0.634, -0.198, -2.484], [-0.800, -2.061, 1.205], [0.505, -2.558, 0.942], [0.696, -0.849, 2.467], [-0.679, -0.992, 2.137], [1.430, -1.800, 1.705], [-2.063, -2.591, 0.646], [-1.980, -2.771, -0.436], [-2.884, -1.885, 0.826], [-2.329, -3.548, 1.126], [-1.796, -0.170, 2.634], [-2.667, -0.800, 2.871], [-2.124, 0.563, 1.876], [-1.512, 0.372, 3.547], [1.259, 0.123, 3.432], [0.614, 0.192, 4.323], [1.334, 1.133, 2.992], [2.264, -0.192, 3.747], [2.898, -1.998, 1.729], [3.188, -2.797, 2.432], [3.407, -1.075, 2.042], [3.266, -2.284, 0.733], [0.846, -3.698, 0.066], [0.968, -4.629, 0.647], [1.794, -3.519, -0.463], [0.057, -3.875, -0.678], [-1.567, 1.884, -5.294], [-2.172, 0.786, -6.074], [-1.307, -0.171, -6.899], [-0.217, -0.781, -6.025], [-0.089, -0.183, -4.576], [0.912, 1.008, -4.403], [0.943, 1.753, -5.742], [-0.364, 2.474, -5.979], [-0.874, 0.302, -7.788], [0.754, -0.737, -6.522], [-1.945, -0.975, -7.300], [-0.544, 2.499, -7.066], [-2.248, 2.678, -5.005], [-3.123, 1.033, -6.594], [-0.284, 3.533, -5.699], [1.748, 2.486, -5.704], [1.873, 0.490, -4.283], [1.165, 1.078, -6.574], [-0.413, -1.860, -5.946], [0.273, -1.134, -4.074], [-2.363, 0.189, -4.423], [-3.347, 1.181, -3.238], [-2.982, -1.515, -4.416], [2.490, 3.655, -3.138], [0.941, 2.205, -3.359], [3.599, 2.267, -2.622], [3.199, 4.171, -4.758], [-2.818, 1.304, -2.268], [-4.295, 0.645, -3.067], [-3.572, 2.183, -3.636], [-3.375, -1.822, -5.394], [-3.793, -1.573, -3.675], [-2.187, -2.218, -4.116], [2.913, 3.534, -5.599], [4.300, 4.217, -4.669], [2.823, 5.190, -4.945], [0.893, 1.869, -2.290], [0.123, 2.910, -3.585], [3.729, 2.346, -1.530], [4.579, 2.307, -3.118], [3.105, 1.297, -2.826], [-2.040, 3.321, 0.042], [-0.827, 2.488, -0.331], [0.105, 2.348, 0.863], [-1.249, 1.259, -0.837], [-2.607, 2.808, 0.831], [-2.707, 3.438, -0.815], [-1.737, 4.308, 0.407], [-0.255, 3.093, -1.066], [-0.460, 1.980, 1.731], [0.915, 1.633, 0.681], [0.538, 3.321, 1.135]]
}

Entry 2:
{
  "formula": "C26H49BBeBr5Cl4F2NO15SV",
  "method": "ωB97M-V/def2-TZVPD",
  "e_homo_ev": -4.8,
  "gap_ha": 0.043,
  "total_charge": -1,
  "e_lumo_ev": -3.59,
  "relative_energy_kj_mol": 0.00,
  "symbols": ["O", "C", "F", "C", "C", "N", "C", "B", "O", "O", "C", "O", "O", "H", "H", "H", "H", "H", "H", "H", "H", "Br", "C", "C", "Br", "H", "H", "H", "H", "C", "C", "C", "C", "C", "C", "H", "H", "H", "H", "H", "H", "H", "H", "H", "H", "H", "H", "H", "H", "Be", "C", "C", "C", "S", "O", "O", "C", "H", "H", "H", "H", "H", "H", "H", "H", "F", "C", "O", "C", "C", "O", "C", "C", "O", "C", "H", "H", "H", "H", "H", "H", "H", "H", "H", "H", "H", "H", "H", "H", "C", "Br", "Br", "Br", "H", "O", "V", "O", "C", "O", "O", "O", "C", "Cl", "Cl", "Cl", "Cl"],
  "positions_angstrom": [[-0.702, -2.479, 5.249], [-0.242, -1.589, 4.688], [0.136, -1.693, 3.396], [0.029, -0.230, 5.368], [-1.237, 0.715, 5.251], [-2.411, -0.136, 5.454], [-3.615, 0.656, 5.866], [-4.733, 0.412, 4.741], [-5.743, -0.547, 4.931], [-4.784, 1.087, 3.539], [-1.172, 1.327, 3.831], [-1.932, 1.084, 2.943], [-0.145, 2.143, 3.632], [0.850, 0.224, 4.776], [0.301, -0.353, 6.450], [-1.154, 1.521, 6.011], [-2.176, -0.684, 6.282], [-3.400, 1.724, 6.074], [-4.016, 0.216, 6.802], [-5.665, -1.117, 4.147], [-4.316, 1.931, 3.611], [-0.113, 2.529, 1.470], [1.167, 3.561, 0.413], [1.004, 5.041, 0.632], [-0.552, 5.741, -0.315], [1.025, 3.249, -0.623], [2.151, 3.236, 0.754], [1.856, 5.583, 0.224], [0.880, 5.307, 1.679], [7.136, 4.892, -4.210], [5.883, 5.728, -4.450], [5.247, 6.247, -3.161], [4.749, 5.163, -2.203], [3.722, 4.197, -2.795], [2.429, 4.881, -3.226], [6.918, 3.994, -3.631], [7.567, 4.573, -5.162], [7.893, 5.471, -3.675], [5.158, 5.145, -5.026], [6.150, 6.586, -5.074], [4.420, 6.913, -3.420], [5.977, 6.868, -2.630], [4.311, 5.653, -1.326], [5.601, 4.586, -1.829], [3.481, 3.443, -2.038], [4.151, 3.653, -3.641], [1.959, 5.390, -2.380], [1.721, 4.145, -3.610], [2.603, 5.615, -4.015], [2.015, -0.415, 7.116], [-2.817, -1.319, -1.478], [-1.975, -1.856, -2.641], [-1.192, -0.674, -3.225], [-0.963, 0.489, -1.877], [-1.688, 1.689, -2.177], [0.435, 0.512, -1.497], [-1.879, -0.441, -0.656], [-3.238, -2.125, -0.877], [-3.644, -0.719, -1.866], [-1.278, -2.611, -2.268], [-2.594, -2.331, -3.403], [-0.219, -0.982, -3.604], [-1.753, -0.169, -4.010], [-2.401, 0.242, 0.012], [-1.166, -1.046, -0.093], [-2.050, 4.649, -1.913], [1.846, -4.009, -0.996], [1.669, -5.136, -1.830], [2.818, -5.965, -1.882], [2.431, -7.399, -2.188], [1.875, -8.095, -1.077], [0.559, -7.726, -0.676], [-0.524, -8.165, -1.644], [-0.569, -7.302, -2.771], [-1.080, -7.940, -3.920], [2.606, -3.340, -1.413], [0.896, -3.478, -0.938], [2.128, -4.315, 0.014], [3.359, -5.933, -0.930], [3.469, -5.585, -2.681], [3.346, -7.945, -2.436], [1.778, -7.465, -3.059], [0.498, -6.660, -0.458], [0.393, -8.253, 0.267], [-1.501, -8.118, -1.146], [-0.331, -9.198, -1.957], [-0.487, -8.829, -4.166], [-1.007, -7.241, -4.753], [-2.129, -8.217, -3.776], [0.907, 8.676, 1.947], [2.691, 7.944, 2.113], [0.228, 9.290, 3.647], [0.821, 10.056, 0.600], [0.260, 7.870, 1.618], [-8.655, 1.334, 1.561], [-7.776, 2.663, 2.190], [-6.916, 4.005, 2.814], [4.020, -5.012, 2.171], [3.338, -5.996, 2.424], [4.076, -4.437, 1.054], [4.772, -4.423, 2.983], [-10.353, -2.027, 0.796], [-11.402, -1.212, 1.964], [-11.025, -3.626, 0.415], [-10.255, -1.063, -0.682], [-8.738, -2.217, 1.485]]
}

Entry 3:
{
  "formula": "C26H49BrClFN2O4P",
  "method": "ωB97M-V/def2-TZVPD",
  "e_homo_ev": -11.3,
  "gap_ha": 0.226,
  "total_charge": 1,
  "e_lumo_ev": -5.14,
  "symbols": ["C", "C", "C", "C", "C", "C", "C", "C", "C", "N", "N", "C", "C", "C", "F", "C", "P", "O", "Cl", "C", "Br", "H", "H", "H", "H", "H", "H", "H", "H", "H", "H", "H", "H", "H", "H", "H", "H", "H", "H", "H", "C", "C", "O", "C", "C", "H", "H", "H", "H", "H", "H", "H", "H", "H", "H", "C", "C", "O", "C", "C", "H", "H", "H", "H", "H", "H", "H", "H", "H", "H", "C", "C", "O", "C", "C", "H", "H", "H", "H", "H", "H", "H", "H", "H", "H"],
  "positions_angstrom": [[-3.513, 4.206, 5.877], [-3.056, 3.614, 4.917], [-2.315, 3.116, 3.699], [-2.638, 3.410, 2.262], [-3.879, 4.388, 2.024], [-3.347, 5.674, 1.218], [-4.972, 3.675, 1.110], [-6.138, 3.072, 2.036], [-5.958, 1.496, 2.220], [-2.057, 2.987, 1.104], [-0.999, 2.212, 1.219], [-0.308, 1.755, -0.023], [-1.044, 2.150, -1.359], [-0.110, 1.604, -2.552], [-1.116, 3.566, -1.572], [-0.525, 1.859, 2.469], [1.063, 0.775, 2.464], [2.173, 1.453, 3.564], [0.575, -1.180, 3.115], [-1.081, 2.208, 3.813], [-0.350, 1.643, 5.522], [-3.891, 4.764, 6.767], [-4.319, 4.777, 2.980], [-2.313, 6.007, 1.554], [-3.260, 5.472, 0.106], [-4.072, 6.512, 1.437], [-4.542, 2.796, 0.531], [-5.405, 4.414, 0.378], [-7.126, 3.336, 1.559], [-6.126, 3.550, 3.058], [-6.342, 0.969, 1.297], [-6.580, 1.128, 3.091], [-4.884, 1.180, 2.368], [-0.149, 0.630, -0.056], [0.708, 2.264, -0.039], [-2.043, 1.640, -1.513], [0.462, 0.678, -2.252], [-0.715, 1.476, -3.496], [0.651, 2.431, -2.736], [2.912, 0.824, 3.700], [3.039, 0.918, -7.280], [2.681, 1.677, -6.015], [2.736, 0.876, -4.842], [4.004, 0.332, -4.509], [5.058, 1.387, -4.221], [2.456, -0.003, -7.356], [2.847, 1.533, -8.162], [4.095, 0.637, -7.293], [1.650, 2.028, -6.097], [3.306, 2.568, -5.899], [4.341, -0.360, -5.288], [3.852, -0.267, -3.607], [5.327, 1.940, -5.123], [5.966, 0.923, -3.832], [4.689, 2.112, -3.491], [2.236, -3.354, 5.252], [2.017, -4.788, 4.800], [3.190, -5.405, 4.297], [4.268, -5.547, 5.210], [3.935, -6.423, 6.406], [2.731, -2.774, 4.471], [1.283, -2.880, 5.497], [2.869, -3.309, 6.142], [1.295, -4.790, 3.979], [1.580, -5.392, 5.601], [4.630, -4.564, 5.530], [5.083, -6.011, 4.651], [3.202, -5.946, 7.060], [4.832, -6.617, 6.997], [3.512, -7.376, 6.080], [1.045, -2.124, -4.194], [0.276, -2.757, -3.048], [-1.133, -2.662, -3.193], [-1.695, -3.317, -4.321], [-1.476, -4.820, -4.318], [0.696, -1.105, -4.378], [2.113, -2.097, -3.969], [0.914, -2.685, -5.122], [0.524, -2.228, -2.124], [0.576, -3.800, -2.900], [-1.326, -2.866, -5.249], [-2.769, -3.119, -4.286], [-0.423, -5.071, -4.466], [-2.046, -5.290, -5.123], [-1.786, -5.253, -3.365]]
}

Which formula does entry 2 have?
C26H49BBeBr5Cl4F2NO15SV